No. 1
The following is a quantum chemistry calculation of a cluster of 2 separate species, C8H13Cl4O2 in total at a distorted geometry, from the OMol25 dataset.

Each line ends with the natural charge from an NBO analysis.
Atoms and positions in Å:
1 C -2.326 2.411 0.885  -0.625
2 C -1.397 1.327 1.585  -0.403
3 C -1.766 -0.149 1.225  -0.401
4 C -1.065 -0.729 -0.050  -0.400
5 C 0.447 -0.363 -0.211  -0.393
6 C 1.394 -1.121 0.797  -0.515
7 C 1.671 -0.310 2.108  0.741
8 O 2.736 0.327 2.226  -0.773
9 O 0.792 -0.258 3.045  -0.817
10 H -2.728 3.087 1.684  0.194
11 H -3.203 1.948 0.381  0.191
12 H -1.749 3.092 0.209  0.196
13 H -0.334 1.594 1.436  0.229
14 H -1.586 1.439 2.681  0.211
15 H -2.879 -0.165 1.055  0.170
16 H -1.601 -0.780 2.131  0.242
17 H -1.103 -1.849 0.045  0.192
18 H -1.611 -0.505 -1.004  0.181
19 H 0.752 -0.725 -1.229  0.183
20 H 0.640 0.739 -0.231  0.203
21 H 2.382 -1.202 0.276  0.198
22 H 1.049 -2.166 0.991  0.193
23 C 2.296 -1.128 -4.005  -0.219
24 Cl 2.336 -2.228 -2.618  0.078
25 Cl 1.495 0.384 -3.548  0.069
26 Cl 3.954 -0.781 -4.530  0.042
27 Cl 1.403 -1.889 -5.336  0.034

Maximum force (eV/A): 2.81
LUMO energy (Ha): 0.0779
Multiplicity: 1
E (eV): -62692.1445
Total charge: -1
Kohn-Sham gap (hartree): 0.21144
HOMO (eV): -3.6


No. 2
The following is a quantum chemistry calculation of a structure of composition C8H13I2N2Pd, from the OMol25 dataset.

Each line ends with the Löwdin spin population.
Atoms and positions in Å:
1 Pd 0.150 -1.069 0.818  0.767
2 I -2.514 -1.568 0.810  0.113
3 C -1.964 -3.605 0.520  0.004
4 I 0.161 -3.739 0.524  0.114
5 H -2.334 -3.935 -0.443  0.001
6 H -2.354 -4.195 1.341  0.001
7 C 1.535 0.981 -6.252  0.526
8 C 1.919 1.604 -7.447  0.102
9 C 1.097 2.544 -8.106  0.347
10 C 1.497 3.174 -9.335  0.238
11 C 2.709 2.890 -9.935  0.112
12 C 3.531 1.973 -9.310  0.238
13 C 3.150 1.330 -8.081  0.347
14 H 2.179 0.255 -5.778  0.027
15 H 0.583 1.209 -5.797  0.027
16 H 0.134 2.806 -7.687  0.012
17 H 0.817 3.886 -9.787  0.007
18 H 3.002 3.367 -10.858  0.001
19 H 4.491 1.717 -9.742  0.007
20 H 3.836 0.617 -7.642  0.012
21 N 1.651 -0.080 13.670  0.492
22 N 2.076 0.079 12.445  0.473
23 H 1.078 0.639 14.094  0.008
24 H 1.782 -0.974 14.129  0.008
25 H 2.715 -0.607 12.064  0.009
26 H 2.012 1.000 12.030  0.009

Maximum force (eV/A): 0.16
LUMO energy (spin up / spin down) (Ha): -0.2724 / -0.3905
Multiplicity: 5
E (eV): -31137.3516
Total charge: +3
Kohn-Sham gap (spin up / spin down) (hartree): 0.27578 / 0.22669
HOMO (spin up / spin down) (eV): -14.9 / -16.8


No. 3
The following is a quantum chemistry calculation of a structure of composition C8H13IMnN8O, from the OMol25 dataset.

Each line ends with the Löwdin spin population.
Atoms and positions in Å:
1 Mn 0.131 -0.201 -0.242  2.070
2 C -1.885 -4.245 2.382  0.001
3 N -1.975 -2.890 1.832  0.049
4 C -3.445 -1.668 3.417  0.023
5 C -1.216 -2.469 0.769  0.041
6 N -1.362 -1.284 0.256  -0.011
7 N -0.255 -3.325 0.318  0.009
8 C 0.719 -3.019 -0.630  0.010
9 N 1.343 -4.074 -1.149  0.013
10 N 1.012 -1.782 -0.897  -0.026
11 H -2.697 -4.378 3.091  0.000
12 H -0.935 -4.418 2.895  0.001
13 H -2.048 -4.966 1.583  0.000
14 H -3.661 -2.491 4.095  0.006
15 H -4.199 -1.612 2.635  0.000
16 H -3.417 -0.741 3.986  0.001
17 H -2.206 -0.816 0.569  -0.001
18 H -0.134 -4.195 0.814  0.001
19 H 0.970 -5.006 -1.070  0.000
20 H 2.132 -3.953 -1.766  0.000
21 H 1.688 -1.678 -1.646  -0.001
22 I -0.531 0.835 -2.339  -0.126
23 N 1.255 1.594 3.242  0.026
24 C 0.566 0.613 2.710  0.042
25 O 0.785 0.270 1.497  0.059
26 C -0.453 -0.066 3.521  0.139
27 C -1.065 -1.120 2.958  0.511
28 N -2.118 -1.849 2.801  0.100
29 C -0.688 0.361 4.867  0.024
30 N -0.868 0.700 5.951  0.035
31 H 1.119 1.870 4.205  0.001
32 H 1.944 2.087 2.692  0.001

Maximum force (eV/A): 0.28
LUMO energy (spin up / spin down) (Ha): -0.3226 / -0.2955
Multiplicity: 4
E (eV): -61878.5686
Total charge: +2
Kohn-Sham gap (spin up / spin down) (hartree): 0.24010 / 0.28915
HOMO (spin up / spin down) (eV): -15.3 / -15.9


No. 4
The following is a quantum chemistry calculation of the ion C8H13IN with charge +1 at a distorted geometry, from the OMol25 dataset.

Each line ends with the natural charge from an NBO analysis.
Atoms and positions in Å:
1 C -2.052 2.664 0.169  -0.649
2 C -1.576 1.256 -0.093  -0.237
3 N -0.135 1.196 0.005  -0.551
4 C 0.568 -0.092 0.027  0.171
5 I 2.827 0.672 -0.108  0.009
6 C 0.443 -0.872 1.272  -0.318
7 C 0.912 -2.174 1.284  -0.086
8 C 1.580 -2.628 0.123  -0.266
9 C 1.501 -2.018 -1.034  -0.086
10 C 0.539 -0.908 -1.245  -0.575
11 H -2.538 3.060 -0.668  0.242
12 H -2.836 2.495 0.965  0.247
13 H -1.416 3.366 0.589  0.232
14 H -1.907 0.893 -1.065  0.242
15 H -1.975 0.678 0.800  0.231
16 H 0.277 1.632 0.774  0.443
17 H 0.110 1.823 -0.859  0.458
18 H 0.196 -0.477 2.144  0.226
19 H 0.727 -2.789 2.150  0.245
20 H 2.162 -3.484 0.185  0.240
21 H 2.246 -2.241 -1.819  0.247
22 H 0.762 -0.553 -2.284  0.274
23 H -0.414 -1.497 -1.312  0.259

Maximum force (eV/A): 5.20
LUMO energy (Ha): -0.1670
Multiplicity: 1
E (eV): -18088.4257
SMILES: CC[NH2+][C@@]1(I)C=CC=CC1
Total charge: +1
Kohn-Sham gap (hartree): 0.28747
HOMO (eV): -12.4


No. 5
The following is a quantum chemistry calculation of the ion C8H13N2 with charge +1 at a distorted geometry, from the OMol25 dataset.

Each line ends with the natural charge from an NBO analysis.
Atoms and positions in Å:
1 C -3.424 -0.786 -0.349  -0.297
2 C -2.269 -0.141 -0.208  0.075
3 C -0.909 -0.766 -0.461  -0.272
4 N 0.069 0.151 0.170  -0.272
5 C -0.987 1.390 0.752  0.301
6 N -2.137 1.021 0.556  -0.339
7 C 1.420 -0.331 0.725  0.001
8 C 1.644 -1.724 0.572  -0.684
9 C 1.292 0.545 -0.478  -0.039
10 C 1.643 1.958 -0.403  -0.642
11 H -4.333 -0.270 0.053  0.256
12 H -3.335 -1.702 -0.916  0.225
13 H -0.831 -1.715 -0.048  0.238
14 H -0.747 -0.830 -1.516  0.237
15 H -0.558 2.259 1.326  0.255
16 H 1.744 0.197 1.677  0.254
17 H 1.168 -2.117 -0.318  0.226
18 H 1.404 -2.554 1.238  0.267
19 H 2.692 -1.830 0.306  0.264
20 H 1.407 0.018 -1.375  0.226
21 H 1.024 2.621 -1.013  0.243
22 H 2.574 2.254 -0.791  0.265
23 H 1.447 2.351 0.504  0.212

Maximum force (eV/A): 3.88
LUMO energy (Ha): -0.1333
Multiplicity: 1
E (eV): -11477.0670
SMILES: C=C1C[N+]2(C=N1)[C@@H](C)[C@@H]2C
Total charge: +1
Kohn-Sham gap (hartree): 0.36998
HOMO (eV): -13.7


No. 6
The following is a quantum chemistry calculation of the ion C8H13N2 with charge +1 at a distorted geometry, from the OMol25 dataset.

Each line ends with the natural charge from an NBO analysis.
Atoms and positions in Å:
1 C -2.319 1.664 -0.174  -0.622
2 C -1.599 0.354 -0.100  0.107
3 C -2.385 -0.677 0.622  -0.667
4 C -0.386 0.250 -0.537  -0.303
5 C 0.513 -0.920 -0.239  -0.239
6 N 1.892 -0.600 0.061  -0.261
7 C 2.373 0.207 1.073  -0.031
8 C 3.620 0.640 0.754  -0.050
9 N 3.808 0.184 -0.520  -0.457
10 C 2.826 -0.630 -0.856  0.266
11 H -3.200 1.715 -0.642  0.225
12 H -2.341 2.112 0.886  0.227
13 H -1.585 2.286 -0.647  0.213
14 H -2.009 -0.377 1.657  0.232
15 H -3.483 -0.500 0.543  0.249
16 H -2.151 -1.701 0.484  0.224
17 H 0.043 1.029 -1.198  0.210
18 H 0.511 -1.670 -0.977  0.229
19 H 0.100 -1.233 0.790  0.230
20 H 1.768 0.564 1.797  0.241
21 H 4.239 1.484 1.234  0.281
22 H 4.709 0.128 -0.984  0.451
23 H 2.779 -1.196 -1.751  0.245

Maximum force (eV/A): 5.46
LUMO energy (Ha): -0.1146
Multiplicity: 1
E (eV): -11479.1228
SMILES: CC(C)=CC[n+]1cc[nH]c1
Total charge: +1
Kohn-Sham gap (hartree): 0.35353
HOMO (eV): -12.7


No. 7
The following is a quantum chemistry calculation of an isolated molecule of C8H13N2O4P at a distorted geometry, from the OMol25 dataset.

Each line ends with the natural charge from an NBO analysis.
Atoms and positions in Å:
1 C -1.091 -3.170 -0.070  -0.252
2 O -0.543 -1.974 0.485  -0.831
3 P -1.078 -0.577 -0.072  2.303
4 O -1.167 -0.653 -1.530  -1.100
5 O -2.441 -0.421 0.731  -0.816
6 C -3.492 0.402 0.310  -0.253
7 C 0.667 0.626 0.758  -0.512
8 C 0.110 1.816 0.104  0.592
9 C 1.196 2.843 -0.065  -0.760
10 O -1.090 1.953 -0.021  -0.565
11 C 1.924 0.067 0.303  0.078
12 C 2.511 0.098 -0.946  -0.331
13 C 3.541 -0.861 -0.832  -0.063
14 N 3.644 -1.287 0.396  -0.261
15 N 2.701 -0.693 1.089  -0.320
16 H -0.607 -3.241 -1.010  0.192
17 H -2.078 -3.204 -0.366  0.186
18 H -0.764 -3.908 0.620  0.193
19 H -3.027 1.250 0.048  0.211
20 H -4.333 0.327 1.067  0.201
21 H -3.857 0.048 -0.728  0.180
22 H 0.483 0.592 1.904  0.278
23 H 2.288 2.556 -0.010  0.257
24 H 0.972 3.476 -0.968  0.252
25 H 1.028 3.684 0.748  0.263
26 H 2.236 0.643 -1.856  0.244
27 H 4.290 -1.329 -1.416  0.218
28 H 2.667 -1.007 2.054  0.418

Maximum force (eV/A): 4.62
LUMO energy (Ha): 0.0069
Multiplicity: 1
E (eV): -28964.3714
SMILES: COP(=O)(OC)[C@H](C(C)=O)c1ccn[nH]1
Total charge: 0
Kohn-Sham gap (hartree): 0.32679
HOMO (eV): -8.7


No. 8
The following is a quantum chemistry calculation of an isolated molecule of C8H13N3O at a distorted geometry, from the OMol25 dataset.

Each line ends with the natural charge from an NBO analysis.
Atoms and positions in Å:
1 H -4.189 2.148 0.724  0.358
2 N -3.188 1.731 0.742  -0.586
3 C -2.733 1.123 1.737  0.162
4 C -3.150 0.571 2.979  0.198
5 N -3.558 0.185 3.986  -0.247
6 C -0.880 0.911 1.588  0.299
7 O -0.586 0.265 2.777  -0.727
8 N -0.078 0.373 0.593  -0.486
9 C 0.156 1.221 -0.546  -0.220
10 C 1.350 0.578 -1.277  -0.400
11 C 0.954 -0.803 -1.782  -0.411
12 C 0.659 -1.713 -0.583  -0.413
13 C -0.462 -0.966 0.168  -0.228
14 H -0.688 2.023 1.637  0.165
15 H 0.188 -0.398 2.552  0.487
16 H 0.542 2.179 -0.110  0.199
17 H -0.723 1.441 -1.104  0.197
18 H 2.157 0.402 -0.553  0.204
19 H 1.815 1.206 -2.015  0.215
20 H 0.099 -0.850 -2.469  0.206
21 H 1.900 -1.035 -2.296  0.213
22 H 0.309 -2.762 -0.872  0.218
23 H 1.491 -1.840 0.073  0.204
24 H -1.350 -0.863 -0.493  0.181
25 H -0.847 -1.497 1.180  0.209

Maximum force (eV/A): 4.72
LUMO energy (Ha): 0.0076
Multiplicity: 1
E (eV): -15021.2874
SMILES: [H]/N=C(\C#N)[C@@H](O)N1CCCCC1
Total charge: 0
Kohn-Sham gap (hartree): 0.32812
HOMO (eV): -8.7


No. 9
The following is a quantum chemistry calculation of an isolated molecule of C8H13N3O3S at a distorted geometry, from the OMol25 dataset.

Each line ends with the natural charge from an NBO analysis.
Atoms and positions in Å:
1 N -2.999 -0.312 1.461  -0.829
2 C -2.206 -0.641 0.293  -0.246
3 C -0.812 -1.231 0.575  0.078
4 O -0.939 -2.227 1.585  -0.707
5 C 0.194 -0.170 1.021  -0.436
6 C 0.994 0.508 -0.073  -0.276
7 C 0.351 1.694 -0.827  0.247
8 N -0.586 2.554 -0.203  -0.810
9 O -0.110 1.174 -2.072  -0.494
10 C 0.871 0.334 -2.499  0.784
11 O 1.203 0.187 -3.644  -0.507
12 C 1.471 -0.347 -1.252  -0.144
13 N 2.975 -0.155 -1.406  -0.471
14 C 3.700 -0.869 -0.747  0.222
15 S 4.615 -1.800 0.110  0.055
16 H -2.469 0.223 2.133  0.339
17 H -3.334 -1.148 1.911  0.368
18 H -2.160 0.214 -0.374  0.185
19 H -2.749 -1.403 -0.246  0.205
20 H -0.493 -1.740 -0.323  0.174
21 H -0.949 -1.758 2.418  0.459
22 H -0.347 0.583 1.588  0.198
23 H 0.861 -0.639 1.729  0.229
24 H 1.861 0.917 0.417  0.234
25 H 1.203 2.321 -1.085  0.167
26 H -0.104 3.091 0.497  0.374
27 H -1.360 2.052 0.211  0.363
28 H 1.319 -1.412 -1.199  0.239

Maximum force (eV/A): 2.43
LUMO energy (Ha): 0.0047
Multiplicity: 1
E (eV): -29953.8831
SMILES: NC[C@H](O)C[C@@H]1[C@H](N)OC(=O)[C@H]1N=C=S
Total charge: 0
Kohn-Sham gap (hartree): 0.35922
HOMO (eV): -9.6


No. 10
The following is a quantum chemistry calculation of a cluster of 2 separate species, C8H13N3O4 in total at a distorted geometry, from the OMol25 dataset.

Each line ends with the natural charge from an NBO analysis.
Atoms and positions in Å:
1 C -2.702 -1.505 0.017  -0.594
2 C -1.222 -1.560 -0.285  -0.155
3 N -0.791 -2.554 -1.150  -0.845
4 C -0.932 -0.182 -0.925  0.529
5 O -0.864 -0.113 -2.292  -0.645
6 C -0.921 0.961 -0.236  -0.531
7 C -0.812 2.100 0.203  0.642
8 O -0.721 3.176 0.733  -0.550
9 H -3.201 -0.894 -0.633  0.217
10 H -2.801 -1.165 1.059  0.233
11 H -3.071 -2.529 0.057  0.209
12 H -0.690 -1.474 0.652  0.237
13 H -1.206 -3.426 -0.790  0.368
14 H 0.195 -2.825 -1.053  0.376
15 H -1.008 -0.967 -2.666  0.501
16 C 1.264 1.418 2.863  -0.740
17 C 1.344 0.426 1.754  0.812
18 O 1.025 -0.741 1.821  -0.628
19 O 1.922 0.986 0.683  -0.539
20 C 1.880 0.100 -0.502  0.264
21 N 2.016 0.535 -1.684  -0.248
22 N 2.091 1.843 -2.075  -0.646
23 H 2.408 1.496 3.133  0.248
24 H 0.759 1.119 3.870  0.249
25 H 0.783 2.286 2.301  0.271
26 H 1.763 -0.950 -0.449  0.198
27 H 1.860 2.531 -1.353  0.372
28 H 1.632 1.909 -3.051  0.393

Maximum force (eV/A): 4.84
LUMO energy (Ha): 0.0006
Multiplicity: 1
E (eV): -21163.0347
SMILES: C[C@@H](N)C(O)=C=C=O.CC(=O)O/C=N\N
Total charge: 0
Kohn-Sham gap (hartree): 0.32580
HOMO (eV): -8.8


No. 11
The following is a quantum chemistry calculation of an isolated molecule of C8H13N3OS at a distorted geometry, from the OMol25 dataset.

Each line ends with the natural charge from an NBO analysis.
Atoms and positions in Å:
1 C -2.949 -2.211 -1.162  -0.613
2 C -1.543 -2.633 -0.799  -0.221
3 N -0.912 -1.699 0.101  -0.444
4 C -0.285 -0.528 -0.283  0.635
5 O -0.294 -0.070 -1.413  -0.592
6 C 0.624 -0.131 0.817  -0.055
7 C 1.482 0.960 0.941  0.064
8 N 1.641 1.987 -0.008  -0.417
9 C 2.799 2.859 0.130  -0.404
10 C 0.460 2.602 -0.697  -0.406
11 N 0.312 -0.983 1.856  -0.570
12 C -0.506 -2.001 1.401  0.273
13 S -1.024 -3.163 2.458  -0.209
14 H -3.521 -2.147 -0.245  0.214
15 H -2.925 -1.212 -1.629  0.220
16 H -3.451 -2.928 -1.866  0.218
17 H -1.569 -3.621 -0.322  0.235
18 H -0.955 -2.733 -1.705  0.212
19 H 2.088 0.994 1.868  0.194
20 H 2.939 3.423 -0.801  0.213
21 H 3.720 2.262 0.343  0.210
22 H 2.646 3.608 0.940  0.181
23 H -0.510 2.300 -0.335  0.218
24 H 0.437 3.703 -0.584  0.189
25 H 0.546 2.384 -1.779  0.221
26 H 0.750 -1.024 2.773  0.433

Maximum force (eV/A): 2.87
LUMO energy (Ha): 0.0011
Multiplicity: 1
E (eV): -25859.6558
SMILES: CCN1C(=O)/C(=C\N(C)C)NC1=S
Total charge: 0
Kohn-Sham gap (hartree): 0.27791
HOMO (eV): -7.5


No. 12
The following is a quantum chemistry calculation of a structure of composition C8H13N3OS2 at a distorted geometry, from the OMol25 dataset.

Each line ends with the natural charge from an NBO analysis.
Atoms and positions in Å:
1 C -0.142 2.572 -2.097  0.249
2 C 1.083 0.744 0.246  0.417
3 C -2.405 0.052 0.396  -0.043
4 C 2.215 0.098 -0.284  -0.686
5 C 1.459 1.776 1.357  -0.691
6 C -1.705 -2.432 0.037  -0.607
7 C -1.145 0.919 0.678  -0.350
8 C -2.245 -1.085 -0.472  -0.448
9 N 0.414 3.334 -1.355  -0.313
10 N -0.837 1.869 -2.805  -0.331
11 N -0.075 0.316 0.019  -0.506
12 O 0.045 -1.232 -2.218  -0.934
13 S -3.878 0.500 0.955  0.060
14 S -1.142 -0.406 -1.883  1.277
15 H 2.010 -0.780 -0.912  0.260
16 H 2.930 0.652 -0.765  0.242
17 H 2.758 -0.323 0.566  0.229
18 H 1.557 2.695 0.868  0.258
19 H 2.319 1.446 1.885  0.224
20 H 0.719 1.915 2.090  0.217
21 H -1.290 -3.053 -0.769  0.246
22 H -1.036 -2.323 0.890  0.227
23 H -2.563 -2.974 0.297  0.229
24 H -1.129 1.028 1.769  0.241
25 H -1.296 1.922 0.131  0.256
26 H -3.166 -1.187 -0.947  0.243
27 H -2.198 -0.968 -2.745  0.033

Maximum force (eV/A): 4.16
LUMO energy (spin up / spin down) (Ha): -0.1040 / -0.1007
Multiplicity: 1
E (eV): -36687.6458
Total charge: 0
Kohn-Sham gap (spin up / spin down) (hartree): 0.22987 / 0.23326
HOMO (spin up / spin down) (eV): -9.1 / -9.1